Record 1
{"formula": "C22H26N2O2", "method": "ωB97M-V/def2-TZVPD", "species": ["C", "H", "H", "H", "C", "N", "C", "O", "C", "C", "C", "C", "C", "C", "C", "H", "H", "H", "H", "H", "C", "C", "C", "C", "C", "C", "H", "H", "H", "H", "H", "H", "H", "H", "C", "O", "N", "C", "H", "C", "C", "C", "C", "H", "H", "H", "H", "H", "H", "H", "H", "H"], "xyz": [[0.283, 1.652, -3.293], [-0.588, 2.244, -3.017], [1.030, 2.314, -3.724], [-0.010, 0.914, -4.036], [0.844, 0.963, -2.057], [-0.114, 0.006, -1.532], [0.301, -1.035, -0.782], [1.467, -1.365, -0.694], [-0.806, -1.804, -0.051], [-2.156, -1.631, -0.702], [-2.495, -2.448, -1.775], [-3.709, -2.299, -2.421], [-4.604, -1.329, -2.002], [-4.276, -0.512, -0.934], [-3.061, -0.660, -0.288], [-2.821, -0.020, 0.549], [-4.970, 0.245, -0.599], [-5.553, -1.213, -2.504], [-3.957, -2.943, -3.252], [-1.799, -3.206, -2.106], [-0.781, -1.400, 1.407], [-0.955, -2.369, 2.386], [-0.943, -2.030, 3.727], [-0.749, -0.714, 4.109], [-0.574, 0.259, 3.140], [-0.593, -0.078, 1.797], [-0.458, 0.701, 1.063], [-0.423, 1.290, 3.426], [-0.734, -0.448, 5.155], [-1.080, -2.797, 4.476], [-1.102, -3.400, 2.096], [-0.521, -2.861, -0.110], [-1.060, 0.342, -1.421], [1.741, 0.389, -2.290], [1.069, 1.984, -0.927], [0.086, 2.459, -0.378], [2.320, 2.297, -0.549], [3.557, 1.753, -1.065], [4.278, 2.578, -1.115], [4.078, 0.669, -0.120], [4.284, 1.267, 1.270], [2.995, 1.926, 1.756], [2.508, 2.954, 0.733], [3.244, 3.756, 0.614], [1.552, 3.384, 1.033], [2.224, 1.163, 1.883], [3.155, 2.416, 2.717], [5.081, 2.015, 1.230], [4.589, 0.488, 1.970], [3.349, -0.143, -0.076], [5.017, 0.267, -0.505], [3.424, 1.368, -2.075]], "forces_ev_per_a": [[0.1, -0.1, 0.2], [-0.1, 0.1, 0.0], [0.0, 0.1, -0.1], [0.0, -0.1, -0.1], [0.0, -0.1, 0.1], [0.0, 0.3, -0.3], [-0.3, -0.3, -0.1], [0.3, -0.1, 0.1], [0.2, 0.1, 0.1], [-0.2, -0.1, 0.0], [0.0, 0.0, 0.0], [0.0, -0.1, -0.1], [-0.1, 0.0, 0.0], [-0.1, 0.1, -0.1], [0.1, -0.1, 0.0], [0.0, 0.0, 0.1], [-0.1, 0.1, 0.0], [-0.1, 0.0, 0.0], [0.0, -0.1, -0.1], [0.1, -0.1, 0.0], [0.1, -0.1, 0.2], [0.0, 0.0, -0.1], [0.0, -0.1, 0.1], [0.0, 0.0, 0.1], [0.0, 0.1, 0.0], [0.0, -0.1, 0.0], [0.0, 0.1, -0.1], [0.0, 0.1, 0.0], [0.0, 0.0, 0.1], [0.0, -0.1, 0.1], [0.0, -0.1, 0.0], [0.0, 0.2, 0.0], [0.0, -0.1, 0.0], [-0.1, 0.1, 0.0], [0.1, -0.1, -0.3], [-0.4, 0.0, 0.1], [0.1, 0.3, 0.1], [0.2, -0.5, -0.1], [-0.1, -0.1, -0.1], [0.1, 0.2, 0.0], [-0.2, -0.2, 0.0], [0.2, 0.2, -0.1], [-0.3, 0.1, 0.4], [0.0, 0.0, 0.0], [0.2, 0.0, -0.1], [-0.1, 0.0, 0.0], [0.0, 0.0, 0.1], [0.1, 0.0, 0.0], [0.1, 0.0, 0.0], [0.0, 0.0, -0.1], [0.0, 0.0, 0.0], [0.0, 0.1, 0.0]], "e_homo_ev": -8.99, "e_above_lowest_kj_mol": 22.7, "smiles": "C[C@H](NC(=O)C(c1ccccc1)c1ccccc1)C(=O)N1CCCCC1", "total_charge": 0, "e_tot_ha": -1113.9812}

Record 2
{"formula": "C22H26N2O2", "method": "ωB97M-V/def2-TZVPD", "species": ["C", "C", "C", "C", "C", "C", "C", "H", "H", "N", "C", "O", "C", "C", "C", "O", "N", "H", "C", "C", "H", "H", "H", "H", "C", "H", "H", "C", "C", "C", "C", "C", "C", "C", "H", "H", "H", "H", "H", "H", "H", "C", "H", "H", "H", "H", "H", "H", "H", "H", "H", "H"], "xyz": [[5.984, 3.718, 0.073], [5.140, 2.481, 0.017], [3.783, 2.544, -0.260], [3.010, 1.399, -0.323], [3.583, 0.149, -0.106], [4.947, 0.077, 0.173], [5.706, 1.229, 0.228], [6.762, 1.154, 0.444], [5.409, -0.882, 0.335], [2.793, -1.009, -0.145], [3.228, -2.281, -0.390], [4.369, -2.634, -0.569], [2.009, -3.188, -0.407], [0.915, -2.375, 0.275], [-0.472, -2.635, -0.309], [-0.645, -2.909, -1.476], [-1.476, -2.490, 0.579], [-1.271, -2.238, 1.534], [-2.878, -2.559, 0.215], [-3.592, -3.581, 1.095], [-3.106, -4.550, 1.017], [-4.627, -3.686, 0.783], [-3.576, -3.264, 2.137], [-2.896, -2.886, -0.829], [-3.520, -1.172, 0.333], [-3.414, -0.811, 1.361], [-4.586, -1.255, 0.119], [-2.886, -0.160, -0.628], [-3.494, 1.200, -0.436], [-4.683, 1.537, -1.070], [-5.265, 2.776, -0.866], [-4.665, 3.695, -0.022], [-3.481, 3.368, 0.615], [-2.902, 2.128, 0.410], [-1.975, 1.880, 0.908], [-3.005, 4.082, 1.273], [-5.117, 4.662, 0.136], [-6.188, 3.026, -1.369], [-5.152, 0.825, -1.734], [-3.038, -0.501, -1.654], [-1.811, -0.113, -0.445], [1.349, -0.932, -0.033], [1.066, -0.231, 0.756], [0.905, -0.605, -0.983], [0.920, -2.549, 1.354], [2.221, -4.140, 0.074], [1.729, -3.381, -1.447], [1.961, 1.492, -0.557], [3.315, 3.503, -0.433], [6.621, 3.709, 0.955], [6.630, 3.771, -0.803], [5.365, 4.612, 0.096]], "forces_ev_per_a": [[0.0, 0.0, -0.1], [-0.1, 0.0, 0.0], [0.1, 0.0, 0.0], [-0.1, -0.2, 0.0], [0.2, 0.3, 0.0], [0.1, -0.1, 0.0], [-0.2, 0.1, 0.0], [0.1, 0.0, 0.0], [0.0, 0.0, 0.0], [-0.3, 0.2, 0.2], [-0.1, -0.5, 0.0], [0.2, -0.1, -0.1], [0.0, -0.1, 0.0], [0.0, -0.1, -0.4], [0.4, 0.1, 0.5], [0.0, 0.0, -0.4], [-0.3, 0.0, 0.2], [0.2, 0.0, -0.1], [-0.3, 0.0, 0.1], [0.1, 0.1, -0.3], [0.0, -0.1, 0.0], [-0.1, 0.0, 0.0], [0.0, 0.0, 0.1], [0.0, 0.1, 0.1], [0.3, -0.2, -0.4], [-0.1, 0.0, 0.1], [-0.1, 0.0, 0.1], [-0.2, -0.1, 0.2], [0.1, 0.0, -0.1], [0.0, 0.0, 0.0], [-0.1, 0.0, 0.0], [0.0, 0.1, 0.0], [0.0, 0.1, 0.1], [0.0, 0.0, 0.0], [0.1, 0.0, 0.0], [0.0, 0.1, 0.0], [0.0, 0.1, 0.0], [-0.1, 0.0, 0.0], [0.0, -0.1, -0.1], [0.1, 0.0, 0.0], [0.0, 0.0, -0.1], [-0.2, 0.1, 0.0], [0.0, 0.0, -0.1], [0.0, 0.0, 0.1], [0.0, 0.1, -0.1], [0.1, 0.0, 0.0], [0.0, 0.0, 0.0], [-0.1, 0.0, 0.0], [0.0, 0.1, 0.0], [0.1, 0.1, 0.0], [0.1, 0.1, 0.0], [0.0, 0.1, 0.0]], "e_homo_ev": -8.26, "e_above_lowest_kj_mol": 13.4, "smiles": "Cc1ccc(N2C[C@@H](C(=O)N[C@@H](C)CCc3ccccc3)CC2=O)cc1", "total_charge": 0, "e_tot_ha": -1113.9848}

Record 3
{"formula": "C22H26N3O", "method": "ωB97M-V/def2-TZVPD", "species": ["C", "O", "C", "C", "C", "C", "C", "C", "C", "C", "C", "C", "C", "C", "N", "C", "C", "C", "C", "H", "H", "H", "H", "H", "H", "H", "H", "H", "H", "H", "H", "H", "H", "H", "H", "C", "C", "N", "C", "C", "C", "N", "H", "H", "H", "H", "H", "H", "H", "H", "H", "H"], "xyz": [[-3.032, -5.221, -0.783], [-3.255, -4.751, 0.524], [-2.640, -3.537, 0.819], [-1.907, -2.782, -0.112], [-1.372, -1.572, 0.231], [-1.522, -1.049, 1.535], [-1.086, 0.259, 1.875], [-1.074, 1.355, 0.977], [-0.556, 2.684, 1.225], [0.213, 3.234, 2.259], [0.543, 4.569, 2.202], [0.115, 5.367, 1.136], [-0.641, 4.847, 0.115], [-0.971, 3.493, 0.151], [-1.708, 2.689, -0.733], [-2.413, 3.125, -1.933], [-1.758, 1.417, -0.242], [-2.202, -1.843, 2.484], [-2.768, -3.032, 2.124], [-3.548, -6.174, -0.898], [-3.432, -4.516, -1.512], [-1.966, -5.375, -0.949], [-1.766, -3.160, -1.108], [-0.780, -1.018, -0.478], [-0.922, 0.474, 2.919], [0.540, 2.612, 3.073], [1.131, 5.006, 2.994], [0.389, 6.409, 1.117], [-0.991, 5.460, -0.696], [-2.260, 4.184, -2.120], [-2.055, 2.565, -2.793], [-3.480, 2.944, -1.822], [-2.340, 0.628, -0.685], [-2.317, -1.463, 3.484], [-3.357, -3.591, 2.830], [3.132, 1.183, 0.447], [3.088, -0.014, -0.430], [2.021, -0.732, -0.411], [1.930, -1.799, -1.316], [3.249, -2.499, -1.647], [4.282, -1.470, -2.084], [4.189, -0.277, -1.246], [4.133, 1.610, 0.499], [2.454, 1.950, 0.077], [2.816, 0.932, 1.458], [1.215, -2.522, -0.903], [1.466, -1.421, -2.235], [3.611, -3.037, -0.764], [3.108, -3.260, -2.426], [5.298, -1.886, -2.047], [4.112, -1.168, -3.125], [5.086, 0.175, -1.059]], "forces_ev_per_a": [[0.0, -0.4, -0.6], [1.0, 2.2, 1.1], [-0.6, -0.9, -0.2], [-0.3, -0.7, -0.3], [0.0, 0.5, 0.5], [0.1, -0.2, -0.3], [-0.8, 0.9, -1.4], [0.5, -1.1, 1.3], [0.0, 0.5, 0.0], [-0.3, -0.4, -0.5], [0.0, 0.0, 0.0], [0.1, -0.1, 0.2], [-0.5, -0.4, -0.6], [0.5, -0.2, 0.8], [-0.2, -1.5, 0.5], [-0.1, -0.1, -0.1], [0.0, 1.5, -0.5], [0.3, 0.2, -0.3], [-0.4, -0.6, -0.1], [0.0, 0.1, 0.2], [0.0, 0.0, -0.1], [0.0, 0.0, -0.1], [0.1, 0.0, -0.2], [0.2, 0.0, -0.1], [0.3, 0.1, 0.2], [0.1, -0.1, 0.2], [0.1, 0.1, 0.0], [0.0, 0.2, 0.0], [0.0, 0.3, -0.2], [0.1, 0.0, 0.2], [0.1, 0.0, 0.0], [0.0, 0.0, 0.1], [-0.1, 0.2, -0.3], [-0.1, 0.0, 0.3], [0.0, -0.2, 0.2], [0.5, 0.5, 0.3], [0.2, -1.2, -0.6], [0.5, 1.7, 0.9], [-0.4, -1.4, -0.9], [0.1, -0.3, 0.1], [-0.2, 0.0, -0.3], [0.2, 0.5, 0.7], [0.0, 0.1, 0.0], [0.0, 0.0, -0.1], [0.0, -0.1, 0.0], [0.1, -0.1, -0.1], [0.0, -0.1, -0.2], [-0.1, 0.2, 0.0], [0.0, 0.3, 0.1], [-0.2, 0.2, 0.2], [-0.1, -0.2, 0.1], [-0.9, 0.0, 0.1]], "e_homo_ev": -10.73, "e_above_lowest_kj_mol": 0.0, "total_charge": 1, "e_tot_ha": -1093.1889}